66
Properties=species:S:1:pos:R:3:forces:R:3 method="wB97M-V/def2-TZVPD" total_charge=+1 fmax_ev_per_a=0.085 de_lowest_kcal_mol=0.0 homo_lumo_gap_ha=0.282
F 4.19090 0.58418 -3.06880 0.0008 -0.0036 -0.0044
H -2.12911 -0.58514 -5.56078 0.0048 0.0030 -0.0013
H 1.83648 -0.06668 4.17429 0.0003 -0.0045 -0.0006
F 1.62179 1.26029 -2.75959 -0.0143 0.0060 -0.0100
C 4.72931 1.49992 -0.97038 -0.0023 0.0020 0.0009
O -2.13372 -1.05844 -0.08179 0.0466 0.0283 0.0189
C 0.13017 2.04513 4.07157 -0.0243 -0.0088 -0.0102
C -2.19622 -2.22020 -0.51840 0.0271 0.0165 -0.0286
C -3.26481 -0.41410 -3.73663 -0.0160 -0.0048 0.0272
H -0.92739 1.90287 1.76042 0.0491 -0.0076 -0.0425
C -2.47490 1.22186 -2.12973 -0.0092 -0.0391 -0.0036
H -1.54936 -3.65515 -1.75571 0.0028 -0.0006 -0.0009
H -0.23598 -0.75439 2.29419 0.0108 0.0113 -0.0452
C -0.39247 -1.93171 -2.20860 -0.0065 -0.0033 -0.0093
H -1.99450 0.63578 1.83489 -0.0109 0.0419 0.0198
H 3.92103 -1.34731 0.83430 0.0012 -0.0032 0.0003
C -1.41871 1.52817 -3.00436 -0.0039 0.0319 0.0534
C 0.87031 -1.76369 -1.40356 -0.0048 -0.0079 -0.0075
H -3.38097 -4.03447 -0.55225 0.0015 -0.0023 0.0052
H -4.11758 -2.63963 0.27029 -0.0023 -0.0004 -0.0031
H -3.37455 1.53372 -0.19140 -0.0078 -0.0232 -0.0119
N -0.07965 0.24198 2.42356 -0.0302 0.0197 0.0310
H -0.63906 2.71120 3.67236 -0.0024 -0.0082 -0.0043
H -1.85687 -0.79833 4.24664 0.0003 0.0014 -0.0008
C -3.18826 -3.17215 0.08258 0.0024 -0.0122 -0.0072
H 0.64248 -1.36296 4.37999 -0.0005 -0.0014 -0.0025
H 3.94759 -3.08884 -0.96758 -0.0009 -0.0013 0.0010
H 1.08063 2.29110 3.59923 0.0236 0.0050 0.0004
F 2.62577 3.05540 1.49247 -0.0056 -0.0111 -0.0063
C 0.84049 -0.30155 4.55059 0.0002 0.0107 0.0061
H 0.20116 2.25965 5.13768 0.0102 0.0011 -0.0025
F 5.99960 1.14878 -1.12249 0.0038 -0.0030 -0.0017
C 2.98318 2.47814 0.34336 -0.0173 0.0308 0.0109
H -0.17654 -2.47347 -3.12687 -0.0028 0.0035 -0.0013
F 5.19572 2.39808 1.14933 0.0002 -0.0011 0.0007
C 3.80578 1.21861 -1.96274 -0.0057 -0.0001 -0.0099
C -0.20741 0.57079 3.86908 -0.0118 -0.0423 -0.0088
H -4.21161 -0.02439 -1.86113 0.0024 -0.0057 -0.0004
C -2.21037 -0.09035 -4.60175 0.0201 0.0196 -0.0100
C 2.48482 1.58137 -1.78662 -0.0054 0.0119 -0.0062
H -0.80022 -0.96324 -2.49462 0.0017 0.0028 0.0021
C 1.95726 -2.59624 -1.61069 0.0055 -0.0009 -0.0038
C -1.59991 0.25089 4.41493 0.0008 -0.0063 -0.0075
H 1.90435 0.07736 1.07285 0.0036 -0.0074 -0.0021
N -1.03800 0.90330 1.59572 0.0110 -0.0128 -0.0064
H -2.37376 0.87888 3.96692 -0.0058 0.0005 0.0130
C 3.08428 -2.45489 -0.81577 -0.0074 0.0056 -0.0072
S 0.33699 2.64459 -0.40033 -0.0240 -0.0262 -0.0065
C 2.02839 2.20786 -0.63202 0.0136 -0.0324 0.0148
C -3.38793 0.21725 -2.52202 -0.0275 0.0021 -0.0091
H -3.99464 -1.15604 -4.03538 -0.0031 0.0026 0.0036
C -2.50264 1.80930 -0.78309 0.0661 0.0041 -0.0536
C 1.95791 -0.68625 0.31096 -0.0113 0.0146 0.0368
C 3.07570 -1.49098 0.17594 0.0053 0.0006 0.0056
H -2.30315 2.87724 -0.73490 -0.0021 0.0003 0.0005
H -2.80130 -3.52188 1.04065 -0.0056 0.0070 0.0047
N -1.41639 -2.69272 -1.49381 -0.0083 -0.0008 0.0192
Rh -0.85384 0.66551 -0.41654 -0.0342 0.0230 0.0505
H -0.74137 2.33323 -2.75881 0.0036 -0.0002 0.0035
H -0.48885 1.14491 -4.90159 0.0013 0.0019 -0.0013
N 0.87766 -0.79938 -0.46942 -0.0143 -0.0140 0.0151
C 4.31554 2.13703 0.18701 0.0068 0.0052 0.0005
H -1.63371 0.43199 5.48908 0.0004 0.0043 -0.0003
C -1.29761 0.87341 -4.23607 0.0002 -0.0210 -0.0077
H 0.82914 -0.13095 5.62649 -0.0010 -0.0023 0.0005
H 1.91896 -3.34424 -2.39119 0.0013 0.0005 0.0005



67
Properties=species:S:1:pos:R:3:forces:R:3 method="wB97M-V/def2-TZVPD" total_charge=0 fmax_ev_per_a=4.831 homo_lumo_gap_ha=0.250 smiles="CCC(=O)OCC[C@@](C#N)(CC#N)P(CC)CC.O=C1C=C(O)C(=O)C=C1O.O=C1C=C(O)C(=O)C=C1O"
C 2.90864 -2.09228 5.59054 0.0333 -0.3420 -0.0759
C 3.16018 -3.14649 4.60247 -0.1197 -0.1306 0.7067
C -3.90557 3.59833 -0.94187 0.8312 -1.5425 0.1498
H 2.28661 -0.82680 -1.96267 -0.2050 -0.0884 -0.1074
C -1.69102 0.16671 -1.90664 1.7796 -1.4463 -0.9824
C 4.50490 -0.48877 -4.12285 0.4258 0.0633 -0.1843
H -2.68771 -1.54482 -3.09271 -0.4111 1.3759 0.7559
O 2.51457 -0.80085 -2.91457 1.3619 0.2321 0.5434
H -3.70443 0.06684 -2.85472 0.9511 -1.1600 0.2467
H -1.65904 3.82100 -0.41034 -0.9926 -1.1752 -0.9680
O -4.92865 -0.58261 -0.72464 -0.2701 -1.3678 2.0788
H 8.24373 0.07403 -3.84438 0.0099 0.0122 0.1333
C 2.87987 -0.80964 5.22295 -0.2487 0.4654 1.2340
H -7.29154 -1.44322 1.57729 0.6874 1.2758 -1.2190
N 1.15628 2.39141 -2.30159 -3.7974 -2.2505 -1.9621
C 0.21362 1.81835 -2.75274 1.0554 0.5112 1.2545
H 3.62696 -4.55744 2.80028 -0.0014 0.0896 -0.1163
O 8.01717 0.04290 -2.89438 -1.1709 -0.1659 -0.5627
O 3.66077 -3.72537 2.28934 -0.2643 0.4326 1.2269
C 6.02034 -0.23890 -1.68799 -0.3062 -0.0489 0.1757
H 3.54494 -1.14469 1.79904 -0.0168 -0.0012 -0.0115
C 3.09660 -0.40237 3.80496 0.1674 0.0038 -0.8105
H -7.59772 -0.54084 -0.00646 0.9938 0.2937 1.1626
O 6.57589 -0.14948 -5.19515 0.2020 0.0145 0.3906
C -1.40054 1.04141 1.11466 1.2350 0.6949 0.0098
O 3.17923 -4.32896 4.89940 0.0743 0.1786 -0.3604
H -4.24588 3.29531 0.10724 0.1726 0.8234 -1.4292
H 3.99833 -0.58094 -5.07406 0.0137 0.0138 0.0342
N 0.24409 -1.63305 -0.96493 -3.1424 3.0105 -1.9052
O 3.94004 -0.52095 -0.61768 -0.1224 -0.0539 -0.3564
H -0.64000 0.17355 -3.95128 -0.6710 1.0582 1.3295
P -2.29894 1.31977 -0.52423 -1.4390 0.0550 0.9796
H -4.15928 -2.38865 -1.45628 0.7343 1.5663 0.6715
C -2.34036 3.13748 -1.04315 -0.0097 1.4165 -0.8315
H -2.97374 -1.48039 -0.31248 -1.4993 0.1134 -0.6965
H 0.59469 0.97849 2.10603 -0.5256 0.6540 -1.5528
C 5.95177 -0.25485 -4.15290 -0.5631 -0.0946 -0.6221
C 3.85530 -0.58172 -2.95999 -1.3884 -0.1922 -0.5827
C -6.93436 -0.56347 0.91863 0.4097 -0.5913 0.3210
H 0.36821 2.51930 1.14658 -0.3995 -1.8552 -0.4538
C 3.40400 -2.73749 3.19013 0.2638 -0.4448 -1.1947
H -4.05359 4.69975 -1.18600 0.1607 -1.5106 0.3931
H -6.56647 1.63453 1.27641 -0.7929 -1.2269 1.1300
H -1.63499 -0.02532 1.45563 0.4076 1.4195 -0.6404
H 2.67779 1.01212 5.61602 -0.0118 -0.0898 0.0916
O 2.65010 0.18062 6.12860 0.2287 -0.4324 -1.1920
C -5.39807 -0.93658 0.55967 0.0412 -0.3190 2.3855
C 3.37185 -1.45487 2.82179 -0.0449 0.4092 0.0357
C 4.56948 -0.44894 -1.65862 0.4576 0.0921 0.6564
C -0.55806 -0.87383 -1.41607 0.8626 -0.9086 1.2325
H -2.06239 3.30420 -2.15271 -0.0663 -0.4126 1.8115
C -3.76862 -1.35353 -1.12145 1.4112 -0.8554 -1.3390
H -4.46169 2.89155 -1.66861 0.6289 1.4233 1.1035
O -4.73324 -1.47432 1.47280 -1.4018 1.5657 -3.5828
C -1.05588 0.92666 -3.17979 1.4365 0.2575 -0.3778
H -1.84032 1.54090 -3.75010 1.2348 -0.6458 1.1611
C 0.16932 1.38252 1.10714 0.2371 -0.4215 1.4871
C -7.03010 0.74741 1.84616 0.0162 -0.2284 -0.2722
H -8.13361 0.95424 2.10438 1.7217 -0.2268 -0.5883
C -2.99123 -0.69389 -2.39379 -0.3316 0.3608 1.2487
O 3.04430 0.77773 3.50301 -0.0679 -0.1271 0.4418
H 2.75081 -2.40110 6.61532 -0.0026 0.0140 -0.0381
H 0.76485 0.85744 0.28676 -0.9821 0.9511 0.9964
C 6.67019 -0.14949 -2.85033 1.1934 0.1723 0.5643
H -6.49412 0.55782 2.85082 -0.6491 0.3585 -1.7844
H -1.90083 1.73874 1.88327 0.4915 -1.0322 -1.3062
H 6.52931 -0.16189 -0.73642 -0.0161 0.0092 -0.0372